No. 1
Molecular formula: C2H9N2
Method: DFT, wB97M-V/def2-TZVPD

Geometry as XYZ:
```
13
C2H9N2 wB97M-V/def2-TZVPD
C 1.368 0.578 0.123
C -1.905 -0.413 0.137
N 2.070 -0.514 0.186
N -0.678 0.344 -0.339
H -2.121 -0.211 1.174
H 1.504 1.285 -0.674
H -2.736 -0.113 -0.508
H -1.724 -1.476 -0.033
H 2.605 -0.863 -0.595
H 2.055 -1.093 1.018
H 1.022 0.968 1.079
H -0.884 1.337 -0.231
H -0.576 0.171 -1.337
```

Properties
Multiplicity: 3
ΔE to the lowest compared entry with this formula, charge and spin: 122.77 kJ/mol
Gap between HOMO and LUMO (alpha / beta): 6.81 / 7.96 eV
Charge: +1
Expectation value of S²: 2.01

---

No. 2
Molecular formula: C2H6OS2
Method: DFT, wB97M-V/def2-TZVPD

Geometry as XYZ:
```
11
C2H6OS2 wB97M-V/def2-TZVPD
C -1.808 -0.523 0.053
C 0.837 0.277 0.139
O 0.625 1.362 0.942
S 2.568 -0.170 0.029
S -0.144 -1.178 0.570
H -2.343 -1.591 0.300
H -1.756 -0.224 -0.978
H -2.082 0.214 0.792
H 0.497 0.667 -1.208
H 0.925 2.171 0.473
H 2.680 -1.006 -1.112
```

Properties
ΔE to the lowest compared entry with this formula, charge and spin: 155.77 kJ/mol
Gap between HOMO and LUMO: 9.29 eV

---

No. 3
Molecular formula: C9H36N18O9
Method: DFT, wB97M-V/def2-TZVPD

Geometry as XYZ:
```
72
C9H36N18O9 wB97M-V/def2-TZVPD
C -1.515 3.935 1.977
O -2.275 4.530 1.320
N -0.608 3.241 1.309
N -1.576 3.659 3.228
H -0.538 3.469 0.328
H 0.138 2.906 1.901
H -2.452 3.793 3.713
H -1.019 2.970 3.713
C 0.657 -3.540 -3.538
O 1.558 -2.822 -3.974
N 0.147 -3.521 -2.345
N 0.117 -4.415 -4.366
H 0.468 -2.954 -1.574
H -0.667 -4.108 -2.234
H -0.647 -4.986 -4.034
H 0.706 -4.655 -5.150
C 4.316 1.742 -1.986
O 4.393 0.893 -1.062
N 5.415 2.222 -2.472
N 3.289 2.280 -2.438
H 6.288 1.918 -2.065
H 5.439 2.776 -3.316
H 3.359 2.836 -3.278
H 2.365 2.144 -2.055
C -3.042 0.506 4.085
O -2.120 0.928 4.746
N -4.185 1.045 4.027
N -2.875 -0.500 3.254
H -4.907 0.446 3.654
H -4.346 1.757 4.724
H -3.715 -0.732 2.743
H -2.054 -1.047 3.472
C -1.004 3.177 -2.847
O -0.787 3.819 -1.804
N -1.452 3.653 -3.964
N -0.693 1.911 -2.860
H -1.456 3.147 -4.838
H -1.633 4.642 -3.870
H -0.383 1.663 -1.931
H -0.862 1.310 -3.655
C 0.401 -0.179 0.034
O 0.550 -1.215 -0.650
N -0.654 -0.173 0.835
N 1.172 0.948 0.046
H -1.242 -0.975 0.661
H -0.558 0.301 1.721
H 2.126 0.854 -0.272
H 0.878 1.533 0.815
C -4.556 -3.057 0.086
O -3.802 -2.134 0.079
N -5.614 -3.282 0.860
N -4.460 -4.039 -0.747
H -6.138 -4.136 0.990
H -5.918 -2.585 1.524
H -3.783 -3.964 -1.493
H -5.141 -4.780 -0.839
C 1.236 1.039 3.578
O 0.583 1.739 2.908
N 2.424 0.563 3.224
N 0.758 0.686 4.733
H 2.936 1.112 2.548
H 2.853 -0.142 3.806
H -0.196 0.977 4.892
H 0.960 -0.180 5.212
C 4.038 -2.919 -1.535
O 3.898 -4.100 -1.749
N 5.122 -2.247 -1.833
N 3.356 -2.134 -0.809
H 5.122 -1.240 -1.764
H 5.785 -2.695 -2.449
H 2.624 -2.489 -0.211
H 3.398 -1.127 -0.742
```

Properties
Multiplicity: 2
ΔE to the lowest compared entry with this formula, charge and spin: 45.98 kJ/mol
Gap between HOMO and LUMO (alpha / beta): 7.97 / 2.09 eV
Charge: +1
Expectation value of S²: 0.76

---

No. 4
Molecular formula: C2H3OS3
Method: DFT, wB97M-V/def2-TZVPD

Geometry as XYZ:
```
9
C2H3OS3 wB97M-V/def2-TZVPD
C -1.339 0.078 0.709
C -0.171 -0.505 -0.019
O -1.621 -0.232 1.847
S -2.035 1.165 -0.416
S 0.652 -1.612 1.263
S 1.188 0.729 -0.697
H -0.449 -1.149 -0.750
H -0.023 -1.405 2.439
H 0.496 1.295 -1.743
```

Properties
SMILES: [O-]C(=S)C(S)S
ΔE to the lowest compared entry with this formula, charge and spin: 39.39 kJ/mol
Gap between HOMO and LUMO: 6.89 eV
Charge: -1

---

No. 5
Molecular formula: C16H29BN8O4PRuS4
Method: DFT, wB97M-V/def2-TZVPD

Geometry as XYZ:
```
64
C16H29BN8O4PRuS4 wB97M-V/def2-TZVPD
Ru -0.289 0.171 0.176
C 4.866 -1.012 3.307
C 3.801 -1.422 2.311
O 2.522 -0.869 2.645
P 2.007 0.499 1.983
S 0.216 0.844 2.669
S 2.199 0.457 0.017
O 3.148 1.506 2.559
C 3.026 2.897 2.253
C 4.250 3.598 2.792
H 5.815 -1.484 3.043
H 4.589 -1.325 4.315
H 4.996 0.069 3.310
H 3.655 -2.503 2.325
H 4.063 -1.135 1.290
H 2.109 3.281 2.709
H 2.935 3.022 1.171
H 4.333 3.460 3.871
H 4.192 4.668 2.584
H 5.155 3.204 2.327
C -1.381 4.441 2.182
N -2.249 4.078 1.076
C -3.574 4.439 0.937
C -4.005 3.854 -0.203
N -2.960 3.146 -0.753
B -3.177 2.119 -1.939
N -1.920 2.140 -2.845
C -1.561 3.233 -3.600
C -0.318 3.020 -4.085
N 0.070 1.784 -3.615
C 1.396 1.204 -3.761
C -0.909 1.257 -2.851
S -0.774 -0.307 -2.115
C -1.875 3.287 0.041
S -0.270 2.741 -0.218
H -1.808 5.309 2.683
H -0.391 4.675 1.797
H -1.279 3.609 2.879
H -4.079 5.057 1.657
H -4.968 3.879 -0.679
H -3.317 1.019 -1.499
H -4.151 2.520 -2.564
H -2.218 4.076 -3.712
H 0.322 3.626 -4.700
H 1.990 1.880 -4.372
H 1.335 0.225 -4.231
H 1.850 1.086 -2.778
N -4.592 -1.417 -0.723
C -5.261 -0.544 0.078
N -6.631 -0.614 0.001
N -4.727 0.344 0.880
C -3.392 0.162 0.942
N -2.257 -0.020 0.906
H -4.974 -2.347 -0.782
H -3.577 -1.397 -0.669
H -6.991 -0.782 -0.925
H -7.079 0.158 0.472
C 0.966 -3.857 -0.132
O 1.001 -2.452 -0.025
C -0.219 -1.830 0.332
O -1.143 -2.590 0.584
H 1.835 -4.138 -0.730
H 0.051 -4.209 -0.610
H 1.033 -4.338 0.851
```

Properties
ΔE to the lowest compared entry with this formula, charge and spin: 14.62 kJ/mol
Gap between HOMO and LUMO: 6.21 eV
Charge: -1

---

No. 6
Molecular formula: C29H59B2Br26FO2
Method: DFT, wB97M-V/def2-TZVPD

Geometry as XYZ:
```
119
C29H59B2Br26FO2 wB97M-V/def2-TZVPD
C -8.908 -0.613 4.463
C -8.821 0.590 3.837
B -9.720 1.820 3.996
F -9.170 3.023 3.733
C -11.233 1.834 4.428
B -12.190 0.700 3.882
O -11.801 -0.342 3.087
O -13.541 0.759 4.192
H -9.039 -1.547 3.923
H -8.772 -0.663 5.534
H -7.989 0.701 3.129
H -11.650 2.775 4.055
H -11.337 1.897 5.514
H -12.157 -1.172 3.413
H -13.671 0.960 5.122
Br -5.851 0.106 2.008
C -4.397 -0.925 2.801
C -4.892 -2.148 3.520
Br -5.664 -1.710 5.254
H -3.849 -0.247 3.449
H -3.761 -1.203 1.963
H -4.061 -2.811 3.743
H -5.650 -2.687 2.961
Br -1.345 -1.126 0.964
C 0.111 -2.122 1.780
C -0.375 -3.379 2.452
Br -1.261 -3.029 4.153
H 0.608 -1.438 2.460
H 0.782 -2.372 0.959
H 0.466 -4.023 2.697
H -1.086 -3.928 1.845
Br 1.102 -0.439 5.331
C -0.205 0.744 6.190
C -1.529 0.738 5.397
Br -1.408 1.804 3.764
H 0.279 1.691 6.278
H -0.354 0.329 7.181
H -2.354 1.158 5.945
H -1.794 -0.272 5.096
Br -4.289 5.439 6.917
C -2.514 5.498 7.708
C -1.464 4.993 6.753
Br -1.490 3.049 6.599
H -2.558 4.918 8.624
H -2.340 6.544 7.949
H -0.471 5.242 7.120
H -1.585 5.381 5.746
Br -2.721 -0.800 8.082
C -1.465 -0.917 9.564
C -2.061 -0.382 10.837
Br -2.107 1.563 10.840
H -0.568 -0.383 9.265
H -1.237 -1.976 9.663
H -1.446 -0.658 11.690
H -3.079 -0.721 10.998
Br 0.962 -1.677 -2.133
C 0.273 0.142 -2.078
C 1.170 1.103 -2.807
Br 2.758 1.520 -1.761
H 0.146 0.395 -1.031
H -0.702 0.093 -2.557
H 0.666 2.055 -2.956
H 1.516 0.724 -3.763
Br 1.276 6.957 -0.425
C 2.766 6.162 0.541
C 2.354 4.908 1.260
Br 1.336 5.287 2.875
H 3.150 6.924 1.211
H 3.512 5.933 -0.218
H 3.230 4.358 1.598
H 1.737 4.261 0.650
Br -8.558 -2.878 8.886
C -9.833 -1.620 9.643
C -11.094 -1.548 8.825
Br -10.812 -0.527 7.192
H -9.326 -0.663 9.714
H -10.050 -1.991 10.642
H -11.873 -1.021 9.371
H -11.459 -2.525 8.526
Br 5.141 0.775 -5.869
C 6.490 0.478 -4.498
C 6.075 1.073 -3.183
Br 6.278 3.010 -3.168
H 7.420 0.888 -4.882
H 6.581 -0.604 -4.412
H 6.714 0.713 -2.380
H 5.038 0.867 -2.940
Br 8.218 1.435 -11.441
C 7.477 0.208 -10.125
C 6.998 0.924 -8.893
Br 8.479 1.466 -7.750
H 8.250 -0.524 -9.913
H 6.643 -0.280 -10.625
H 6.393 0.260 -8.284
H 6.432 1.823 -9.116
Br 4.216 -1.907 -8.728
C 5.656 -2.934 -7.913
C 5.131 -4.176 -7.249
Br 4.274 -3.758 -5.551
H 6.170 -2.268 -7.226
H 6.324 -3.190 -8.733
H 5.948 -4.849 -7.002
H 4.401 -4.704 -7.851
Br 8.561 -1.396 -13.980
C 8.555 0.375 -14.782
C 8.337 0.311 -16.270
Br 9.940 -0.260 -17.213
H 9.496 0.843 -14.514
H 7.737 0.904 -14.300
H 8.111 1.301 -16.661
H 7.547 -0.378 -16.548
Br 8.398 -5.521 -9.218
C 9.733 -5.810 -7.832
C 9.317 -5.192 -6.525
Br 9.552 -3.262 -6.546
H 10.669 -5.412 -8.209
H 9.814 -6.890 -7.734
H 9.948 -5.550 -5.715
H 8.277 -5.383 -6.282
```

Properties
Gap between HOMO and LUMO: 7.85 eV

---

No. 7
Molecular formula: C4H6N2
Method: DFT, wB97M-V/def2-TZVPD

Geometry as XYZ:
```
12
C4H6N2 wB97M-V/def2-TZVPD
C -1.652 -0.221 -0.196
C -0.265 0.239 0.206
C 0.759 -0.709 0.057
C 2.080 -0.206 -0.108
N 2.285 1.019 0.136
N 0.035 1.458 0.550
H -2.434 0.194 0.442
H -1.847 0.083 -1.232
H -1.708 -1.312 -0.164
H 0.610 -1.748 0.305
H 2.900 -0.900 -0.369
H -0.749 2.107 0.371
```

Properties
ΔE to the lowest compared entry with this formula, charge and spin: 400.39 kJ/mol
Gap between HOMO and LUMO (alpha / beta): 7.02 / 8.62 eV

---

No. 8
Molecular formula: C29H24F6N
Method: DFT, wB97M-V/def2-TZVPD

Geometry as XYZ:
```
60
C29H24F6N wB97M-V/def2-TZVPD
C -4.790 -2.356 3.870
N -4.009 -2.426 2.657
C -4.610 -3.085 1.512
C -2.723 -1.997 2.607
C -2.050 -1.446 3.737
C -0.753 -0.995 3.624
C -0.021 -1.101 2.397
C 1.308 -0.602 2.301
C 2.276 -0.921 1.340
C 3.709 -0.767 1.568
C 4.413 -1.182 0.429
C 3.451 -1.586 -0.566
C 2.168 -1.440 -0.023
C -0.709 -1.675 1.297
C -2.018 -2.084 1.383
H -4.811 -1.334 4.278
H -5.806 -2.664 3.605
H -4.398 -3.038 4.643
H -4.046 -3.985 1.213
H -5.628 -3.368 1.797
H -4.649 -2.398 0.652
H -2.575 -1.385 4.690
H -0.247 -0.556 4.486
H 1.641 0.036 3.125
H 4.122 -0.442 2.522
H 5.493 -1.239 0.314
H 3.680 -1.939 -1.569
H 1.276 -1.824 -0.496
H -0.214 -1.757 0.340
H -2.511 -2.482 0.496
F -0.467 5.375 2.334
C -1.365 4.435 1.931
F -1.992 3.960 3.059
F -2.324 5.090 1.195
C -0.745 3.313 1.146
C -1.535 2.184 0.953
C -1.095 1.188 0.109
C 0.162 1.268 -0.555
C 0.487 0.253 -1.510
C 1.203 0.460 -2.724
C 1.415 1.763 -3.267
C 1.979 1.935 -4.518
C 2.436 0.820 -5.215
C 3.117 1.032 -6.532
F 3.580 -0.123 -7.091
F 2.260 1.605 -7.438
F 4.191 1.877 -6.411
C 2.258 -0.473 -4.732
C 1.676 -0.650 -3.490
C 1.007 2.362 -0.200
C 0.542 3.385 0.619
H -2.497 2.100 1.455
H -1.743 0.333 -0.097
H -0.084 -0.685 -1.459
H 1.094 2.637 -2.704
H 2.069 2.925 -4.966
H 2.592 -1.318 -5.330
H 1.602 -1.661 -3.080
H 2.037 2.410 -0.563
H 1.172 4.240 0.853
```

Properties
ΔE to the lowest compared entry with this formula, charge and spin: 0.00 kJ/mol
Gap between HOMO and LUMO: 4.25 eV
Charge: +1

---

| no. | DFT total energy (eV) |
| --- | --- |
| 1 | -5187.9780 |
| 2 | -25887.0820 |
| 3 | -55163.1703 |
| 4 | -36676.7278 |
| 5 | -93070.0068 |
| 6 | -1860302.6830 |
| 7 | -7221.4412 |
| 8 | -48249.2443 |